(1)
Density functional theory data (ωB97M-V with the def2-TZVPD basis set) for a cluster of 2 separate species, C28H31ClN2O5S in total in a non-equilibrium geometry.

The geometry in ORCA input format:
```
! RIJCOSX wB97M-V def2-TZVPD def2/J DEFGRID3
* xyz 0 1
C 6.8204 2.7636 2.8421
O 5.6391 2.7063 3.6743
C 4.5021 2.0762 3.2400
C 3.2757 2.2785 3.9379
C 2.1456 1.5146 3.6566
C 2.1427 0.5338 2.6208
C 1.0648 -0.4726 2.3865
C 1.2993 -1.7704 2.7192
C 0.1528 -2.7452 2.8680
N -1.2236 -2.1651 3.1282
C -2.1909 -2.2404 2.1752
C -3.3161 -1.4397 2.2255
C -3.5701 -0.7167 3.4161
N -4.6320 0.1669 3.5094
C -4.6295 1.1087 4.6375
C -5.9434 1.8766 4.7547
O -6.3516 2.4158 3.4942
C -6.5525 1.3891 2.5105
C -5.2906 0.5611 2.2685
C -2.6930 -0.9156 4.5100
C -1.4939 -1.5661 4.3138
C 2.6591 -2.3903 2.9876
C 2.8076 -3.7608 2.3984
O 3.4982 -1.8075 3.6612
C 3.3149 0.4951 1.8403
C 4.4641 1.2087 2.1194
H 7.4371 3.5287 3.3146
H 7.2980 1.7803 2.8595
H 6.5348 3.0521 1.8283
H 3.2966 3.0904 4.6723
H 1.2506 1.7288 4.2445
H -0.0075 -0.1792 2.3458
H 0.0848 -3.3022 1.9237
H 0.4236 -3.4429 3.6772
H -1.9819 -2.9278 1.3525
H -3.9546 -1.3928 1.3394
H -4.5052 0.5475 5.5689
H -3.8016 1.8451 4.5571
H -6.7145 1.1952 5.1730
H -5.8104 2.7648 5.3920
H -7.3784 0.7033 2.8172
H -6.8111 1.9442 1.5905
H -4.6204 1.1426 1.6079
H -5.5996 -0.3453 1.7430
H -2.9282 -0.5476 5.5056
H -0.7262 -1.6415 5.0817
H 2.3023 -3.7019 1.4289
H 3.8609 -3.9686 2.2431
H 2.3848 -4.5861 2.9918
H 3.3120 -0.1302 0.9573
H 5.2949 1.1204 1.4219
Cl -0.1737 -1.7241 -0.0769
C 0.9393 -0.4667 -0.2812
S 0.4898 1.2321 -0.1623
C -0.0092 1.8602 -1.7899
C 0.8937 1.9455 -2.8653
C 0.4001 1.9764 -4.1754
C -0.9766 1.9666 -4.4192
C -1.8582 2.0449 -3.3382
C -1.3795 2.0117 -2.0258
O -0.6925 1.4897 0.6618
O 1.7207 1.9584 0.0941
H 1.3311 -0.6286 -1.2755
H 1.9736 1.9565 -2.6996
H 1.0970 1.9991 -5.0125
H -1.3572 1.9195 -5.4402
H -2.9308 2.1168 -3.5042
H -2.0839 2.0537 -1.1947
*
```

The maximum force comes out at 2.48 eV/A. The total energy comes out at -2429.43827 a.u.

Mulliken population analysis, charges in e, atoms 1 to 6: -0.748, -0.483, 0.524, -0.971, -0.354, -0.221

(2)
Density functional theory data (ωB97M-V with the def2-TZVPD basis set) for a structure of composition C28H31FIrN4 in a non-equilibrium geometry.

The geometry in ORCA input format:
```
! RIJCOSX wB97M-V def2-TZVPD def2/J DEFGRID3
* xyz 1 1
Ir -0.8090 0.1115 -0.1210
C -3.5379 1.3478 -0.3409
C -3.6148 1.0916 1.1544
N -2.2912 0.6959 1.6806
C -2.3077 -0.4008 2.6722
C -1.7702 -1.7336 2.1041
N -1.8659 -1.7875 0.6391
C -3.2375 -1.8723 0.1083
C -3.3817 -1.0204 -1.1488
N -2.7390 0.3101 -1.0282
H -4.5456 1.4126 -0.7620
H -3.0386 2.2990 -0.5170
H -3.9862 1.9918 1.6471
H -4.3384 0.3087 1.3709
H -1.8718 1.5108 2.1080
H -1.6751 -0.1263 3.5146
H -3.3197 -0.5272 3.0619
H -0.7130 -1.8314 2.3499
H -2.3039 -2.5652 2.5761
H -1.3068 -2.5606 0.2949
H -3.4998 -2.9004 -0.1489
H -3.9313 -1.5652 0.8874
H -2.8690 -1.5365 -1.9589
H -4.4363 -0.9222 -1.4230
H -2.5846 0.6483 -1.9742
C 0.2360 -1.7252 -3.8931
C 1.4920 -2.2491 -3.6064
C 2.0281 -2.0741 -2.3465
C 1.3070 -1.3841 -1.3705
C 0.0438 -0.8381 -1.6434
C -0.4709 -1.0219 -2.9291
C 1.8066 -1.1165 -0.0293
C 2.9929 -1.6878 0.4933
C 3.3740 -1.4162 1.7639
C 2.6173 -0.5041 2.5411
C 2.9903 -0.1369 3.8533
C 2.2904 0.8124 4.5411
C 1.2027 1.4579 3.9210
C 0.8088 1.1006 2.6602
C 1.4762 0.0779 1.9553
N 1.0483 -0.2955 0.6973
H -0.1861 -1.8525 -4.8822
H 2.0488 -2.7789 -4.3669
H 3.0207 -2.4511 -2.1350
H -1.4230 -0.5902 -3.2189
H 3.5729 -2.3535 -0.1277
H 4.2676 -1.8595 2.1855
H 3.8567 -0.6096 4.2988
H 2.5893 1.0932 5.5414
H 0.6882 2.2569 4.4390
H 0.0243 1.6389 2.1532
F 4.6383 1.6236 -3.5246
C 3.4755 1.7766 -2.8600
C 3.5023 1.9495 -1.4914
C 2.2995 2.0899 -0.8158
C 1.0762 2.0416 -1.4845
C -0.2079 2.0930 -0.7342
C 1.1013 1.9196 -2.8727
C 2.2913 1.7741 -3.5681
H 4.4514 1.9778 -0.9725
H 2.3115 2.2345 0.2591
H -1.0386 2.4594 -1.3322
H -0.1053 2.6062 0.2208
H 0.1663 1.9190 -3.4220
H 2.3107 1.6639 -4.6440
*
```

The maximum force comes out at 2.00 eV/A. The total energy comes out at -1508.65355 a.u.

Mulliken population analysis, charges in e, atoms 1 to 6: 2.436, -0.895, -0.772, -0.672, -0.727, -0.932